# 1
Density functional theory data (ωB97M-V/def2-TZVPD) for a molecular structure, C42H50ClN6O2PPdSSi.

Computed properties:
frontier orbital gap (spin up / spin down)	7.47 / 7.16	eV
LUMO (spin up / spin down)	-0.19762 / -0.24702	Eh
expectation value of S²	6.01
total charge	+2
spin multiplicity	5
HOMO level (spin up / spin down)	-12.84 / -13.88	eV

Element x y z (Å)
Pd -0.027 -0.235 -1.124
S 6.419 3.817 -1.331
N 6.189 2.232 -1.177
C 4.883 2.028 -1.250
C 4.222 0.741 -1.131
C 4.904 -0.462 -0.935
C 4.183 -1.629 -0.818
C 2.794 -1.570 -0.882
N 2.143 -0.429 -1.061
C 2.829 0.720 -1.204
C 2.062 1.945 -1.429
N 0.727 1.829 -1.505
C -0.017 2.914 -1.652
C 0.534 4.189 -1.747
C 1.903 4.325 -1.695
C 2.691 3.184 -1.535
C 4.138 3.217 -1.436
N 4.893 4.303 -1.499
H 5.985 -0.457 -0.881
H 4.672 -2.582 -0.674
H 2.178 -2.455 -0.792
H -1.088 2.755 -1.699
H -0.114 5.046 -1.864
H 2.381 5.293 -1.768
C -3.102 -4.185 0.020
N -2.346 -2.946 0.192
C -2.860 -1.812 -0.550
C -1.035 -2.948 0.573
O -0.192 -2.163 0.085
N -0.666 -3.834 1.529
C -1.577 -4.340 2.548
C 0.743 -4.087 1.776
H -3.403 -4.277 -1.026
H -4.000 -4.199 0.639
H -2.487 -5.044 0.268
H -3.941 -1.776 -0.414
H -2.658 -1.901 -1.625
H -2.432 -0.886 -0.169
H -2.522 -3.807 2.511
H -1.126 -4.176 3.528
H -1.764 -5.410 2.438
H 1.330 -3.734 0.935
H 0.904 -5.157 1.906
H 1.081 -3.575 2.680
Cl -3.113 2.299 -3.738
C -3.362 1.242 -2.442
H -3.645 0.230 -2.684
H -3.463 1.672 -1.459
C 1.110 0.224 -4.385
P 0.106 -0.933 -3.415
C -1.411 -1.091 -4.402
C 0.922 -2.541 -3.539
C 2.049 -2.764 -4.327
C 2.624 -4.027 -4.379
C 2.075 -5.074 -3.653
C 0.949 -4.860 -2.868
C 0.380 -3.599 -2.806
H 1.145 -0.077 -5.433
H 2.126 0.266 -3.992
H 0.664 1.216 -4.325
H -1.158 -1.452 -5.399
H -1.899 -0.119 -4.483
H -2.094 -1.800 -3.937
H 2.491 -1.962 -4.903
H 3.498 -4.194 -4.994
H 2.522 -6.058 -3.704
H 0.517 -5.678 -2.307
H -0.483 -3.429 -2.174
C 0.302 -0.576 3.340
C -0.942 0.213 3.628
C -0.870 1.143 4.800
C -2.223 -0.546 3.450
Si -1.032 1.667 1.773
O -0.947 0.559 0.676
C 0.466 2.729 2.008
C 0.418 4.088 2.336
C 1.582 4.830 2.472
C 2.819 4.226 2.289
C 2.887 2.881 1.947
C 1.723 2.145 1.799
C -2.688 2.394 2.109
C -3.781 1.848 1.426
C -5.063 2.335 1.625
C -5.273 3.373 2.524
C -4.205 3.915 3.226
C -2.921 3.428 3.024
H 0.357 -1.370 4.099
H 1.207 0.020 3.445
H 0.268 -1.049 2.357
H -0.736 0.526 5.700
H -1.786 1.716 4.935
H -0.011 1.814 4.749
H -2.242 -1.331 4.219
H -2.269 -1.035 2.476
H -3.105 0.075 3.598
H -0.533 4.588 2.467
H 1.524 5.881 2.724
H 3.727 4.802 2.410
H 3.852 2.409 1.800
H 1.787 1.100 1.514
H -3.623 1.019 0.745
H -5.897 1.906 1.087
H -6.272 3.756 2.684
H -4.372 4.715 3.935
H -2.108 3.853 3.598

These are the Mulliken partial charges, in e, on atoms 1 to 2:
1 Pd -0.249
2 S 0.176

=====

# 2
Density functional theory data (ωB97M-V/def2-TZVPD) for a molecular structure, C42H50MnN6O4PSeSi at a distorted geometry.

Computed properties:
frontier orbital gap (spin up / spin down)	6.62 / 7.60	eV
LUMO (spin up / spin down)	-0.04619 / -0.01221	Eh
expectation value of S²	6.08
total charge	0
spin multiplicity	5
HOMO level (spin up / spin down)	-7.88 / -7.94	eV

Element x y z (Å)
Mn 0.274 0.687 -0.207
C -0.721 4.023 2.327
C -0.013 4.063 0.974
C 0.743 5.373 0.771
C -0.977 3.823 -0.195
C -2.154 4.815 -0.314
O -3.320 3.974 -0.340
C -2.886 2.698 -0.198
N -1.635 2.517 -0.093
C -3.940 1.672 -0.161
C -5.260 2.107 -0.002
C -6.301 1.205 0.061
C -6.032 -0.152 -0.043
C -4.730 -0.589 -0.205
C -3.661 0.306 -0.267
P -1.957 -0.387 -0.528
C -2.172 -1.835 0.584
C -2.627 -1.595 1.880
C -2.765 -2.635 2.782
C -2.470 -3.935 2.396
C -2.032 -4.185 1.105
C -1.870 -3.137 0.210
C -2.193 -1.030 -2.233
C -1.576 -0.320 -3.261
C -1.701 -0.730 -4.579
C -2.446 -1.858 -4.885
C -3.078 -2.560 -3.869
C -2.962 -2.147 -2.552
H 0.013 3.958 3.131
H -1.367 3.146 2.392
H -1.325 4.918 2.490
H 0.698 3.231 0.939
H 0.052 6.219 0.731
H 1.312 5.350 -0.160
H 1.437 5.542 1.594
H -0.391 3.832 -1.115
H -2.125 5.401 -1.230
H -2.239 5.488 0.540
H -5.447 3.167 0.080
H -7.316 1.554 0.196
H -6.834 -0.877 0.011
H -4.547 -1.649 -0.280
H -2.894 -0.590 2.177
H -3.112 -2.435 3.788
H -2.586 -4.750 3.099
H -1.796 -5.194 0.792
H -1.506 -3.332 -0.788
H -0.982 0.549 -3.022
H -1.207 -0.171 -5.363
H -2.536 -2.188 -5.912
H -3.658 -3.444 -4.102
H -3.464 -2.717 -1.782
C -1.371 1.270 3.398
C 0.108 1.356 3.167
C 0.988 1.558 4.216
C 2.351 1.600 3.946
C 2.811 1.453 2.656
C 1.868 1.294 1.630
N 0.540 1.252 1.912
N 2.086 1.210 0.296
Si 3.668 1.339 -0.451
C 3.556 0.812 -2.255
C 4.930 0.204 0.407
C 4.199 3.142 -0.261
H -1.611 0.311 3.860
H -1.892 1.345 2.443
H -1.710 2.064 4.064
H 0.614 1.665 5.225
H 3.059 1.749 4.753
H 3.868 1.459 2.437
H 2.732 0.113 -2.402
H 4.482 0.328 -2.572
H 3.393 1.666 -2.914
H 4.467 -0.396 1.193
H 5.739 0.784 0.858
H 5.382 -0.483 -0.309
H 3.502 3.801 -0.784
H 5.196 3.307 -0.676
H 4.218 3.438 0.790
Se 1.144 3.588 -3.812
C 0.756 2.450 -2.566
N 0.446 1.696 -1.721
C 0.597 -4.180 -2.571
C 2.009 -3.821 -2.121
C 2.116 -3.181 -0.732
C 3.588 -2.732 -0.474
C 4.609 -3.865 -0.490
C 1.755 -4.135 0.391
O 1.735 -5.344 0.293
N 1.533 -3.500 1.588
C 1.177 -2.143 1.754
O 1.020 -1.713 2.879
N 0.999 -1.418 0.617
C 1.309 -1.896 -0.589
O 1.007 -1.211 -1.579
H 0.629 -4.654 -3.553
H -0.020 -3.288 -2.658
H 0.139 -4.886 -1.876
H 2.438 -3.118 -2.838
H 2.608 -4.731 -2.114
H 3.627 -2.227 0.492
H 3.837 -1.997 -1.244
H 4.363 -4.633 0.244
H 5.596 -3.467 -0.252
H 4.666 -4.336 -1.470
H 1.421 -4.075 2.410

These are the Mulliken partial charges, in e, on atoms 1 to 2:
1 Mn 0.529
2 C -1.718

=====

What are the electronic energy values for these records? In order: -101393.4309 -175334.8140 eV.
What are the molar mass values for these records? In order: 903.902 895.858 g/mol.
What are the energy relative to the best compared isomer or geometry (same formula, charge and spin) values for these records? In order: 0.0 8.7 kcal/mol.